C18H22N2O4 in the gas phase in a non-equilibrium geometry. Source: the Open Molecules 2025 dataset; level of theory: wB97M-V/def2-TZVPD.

Each atom is followed by the atoms it is bonded to, with distances in Å.
Positions of all 46 atoms, in Å:
1 O 4.474 0.820 2.718  C14 1.213
2 O 6.094 2.317 -0.067  C9 1.431, C16 1.329
3 O -6.401 -0.822 -1.943  C10 1.357, C20 1.414
4 O 5.090 0.316 -0.269  C16 1.200
5 N 2.923 1.284 1.157  N6 1.349, C11 1.445, C14 1.368
6 N 1.753 1.066 0.522  N5 1.349, C7 1.286
7 C 0.834 0.362 1.081  N6 1.286, C15 1.508, C21 1.438
8 C -3.864 -1.058 0.714  C18 1.381, C19 1.397, H39 1.081
9 C 7.339 1.772 -0.516  O2 1.431, C12 1.522, H35 1.092, H40 1.094
10 C -5.254 -0.759 -1.220  O3 1.357, C18 1.392, C24 1.399
11 C 3.820 2.216 0.513  N5 1.445, C16 1.528, H30 1.091, H36 1.093
12 C 7.404 1.712 -2.035  C9 1.522, H32 1.086, H33 1.087, H42 1.087
13 C -2.953 -0.030 -1.242  C19 1.401, C24 1.374, H38 1.078
14 C 3.403 0.558 2.213  O1 1.213, N5 1.368, C22 1.512
15 C 1.035 -0.247 2.445  C7 1.508, C22 1.526, H37 1.096, H46 1.089
16 C 5.064 1.482 0.015  O2 1.329, O4 1.200, C11 1.528
17 C -7.427 -2.996 -1.485  C20 1.526, H31 1.087, H34 1.087, H45 1.087
18 C -5.086 -1.203 0.089  C8 1.381, C10 1.392, H25 1.079
19 C -2.769 -0.472 0.075  C8 1.397, C13 1.401, C23 1.445
20 C -7.538 -1.475 -1.415  O3 1.414, C17 1.526, H27 1.097, H41 1.094
21 C -0.395 0.233 0.345  C7 1.438, C23 1.345, H26 1.080
22 C 2.511 -0.590 2.626  C14 1.512, C15 1.526, H28 1.090, H29 1.095
23 C -1.519 -0.355 0.791  C19 1.445, C21 1.345, H43 1.083
24 C -4.165 -0.171 -1.872  C10 1.399, C13 1.374, H44 1.079
25 H -5.898 -1.659 0.634  C18 1.079
26 H -0.359 0.686 -0.635  C21 1.080
27 H -7.734 -1.144 -0.387  C20 1.097
28 H 2.741 -0.869 3.654  C22 1.090
29 H 2.780 -1.432 1.979  C22 1.095
30 H 3.290 2.652 -0.335  C11 1.091
31 H -6.592 -3.353 -0.886  C17 1.087
32 H 8.382 1.353 -2.343  C12 1.086
33 H 6.645 1.032 -2.414  C12 1.087
34 H -8.344 -3.447 -1.118  C17 1.087
35 H 8.101 2.442 -0.114  C9 1.092
36 H 4.129 3.000 1.209  C11 1.093
37 H 0.723 0.485 3.199  C15 1.096
38 H -2.134 0.424 -1.776  C13 1.078
39 H -3.756 -1.409 1.731  C8 1.081
40 H 7.458 0.771 -0.090  C9 1.094
41 H -8.363 -1.135 -2.047  C20 1.094
42 H 7.239 2.700 -2.459  C12 1.087
43 H -1.535 -0.780 1.787  C23 1.083
44 H -4.307 0.170 -2.886  C24 1.079
45 H -7.267 -3.306 -2.514  C17 1.087
46 H 0.429 -1.143 2.573  C15 1.089

Properties
Structure (SMILES): CCOC(=O)CN1N=C(/C=C/c2ccc(OCC)cc2)CCC1=O
Charge: 0
HOMO: -7.66 eV
LUMO level: 0.00724 Ha
M: 330.38 u
E_tot: -1109.562909 Eh
Multiplicity: 1
Energy above the lowest of the compared OMol25 structures with the same formula, charge and spin: 64.23 kcal/mol

These are the natural (NBO) partial charges, in e, on atoms 1 to 5: number 1, O, carries -0.5985; number 2, O, carries -0.5033; number 3, O, carries -0.5086; number 4, O, carries -0.6018; number 5, N, carries -0.2799

C18H22N2O4S in the gas phase in a non-equilibrium geometry. Source: the Open Molecules 2025 dataset; level of theory: wB97M-V/def2-TZVPD.

Each atom is followed by the atoms it is bonded to, with distances in Å.
Positions of all 47 atoms, in Å:
1 S 3.471 -1.170 -2.390  O3 1.432, O4 1.430, N7 1.689, C17 1.785
2 O -3.966 0.190 -0.984  C23 1.210
3 O 4.446 -0.368 -3.067  S1 1.432
4 O 3.732 -2.564 -2.208  S1 1.430
5 O 1.687 1.094 2.754  C18 1.347, C21 1.418
6 N -2.785 -1.725 -0.615  C22 1.400, C23 1.364, H45 1.011
7 N 2.056 -0.973 -3.291  S1 1.689, C16 1.393, H39 1.009
8 C -0.221 -0.253 -2.842  C15 1.381, C16 1.391, H26 1.080
9 C 2.686 0.894 -0.782  C13 1.383, C17 1.379, H42 1.079
10 C -1.261 1.072 1.238  C14 1.525, H40 1.087, H43 1.088, H46 1.087
11 C 2.474 -0.674 1.485  C18 1.403, C19 1.377, H30 1.078
12 C -0.550 -2.406 -1.146  C20 1.379, C22 1.394, H27 1.081
13 C 2.234 1.462 0.394  C9 1.383, C18 1.396, H31 1.078
14 C -0.991 2.495 1.713  C10 1.525, C24 1.532, H28 1.092, H36 1.092
15 C -1.425 -0.428 -2.188  C8 1.381, C22 1.391, H41 1.077
16 C 0.828 -1.148 -2.657  N7 1.393, C8 1.391, C20 1.392
17 C 3.019 -0.444 -0.823  S1 1.785, C9 1.379, C19 1.383
18 C 2.115 0.681 1.545  O5 1.347, C11 1.403, C13 1.396
19 C 2.917 -1.233 0.308  C11 1.377, C17 1.383, H47 1.078
20 C 0.648 -2.237 -1.808  C12 1.379, C16 1.392, H29 1.077
21 C 1.264 2.424 3.002  O5 1.418, C24 1.532, H32 1.093, H35 1.096
22 C -1.596 -1.501 -1.319  N6 1.400, C12 1.394, C15 1.391
23 C -3.869 -0.908 -0.483  O2 1.210, N6 1.364, C25 1.516
24 C -0.260 2.575 3.057  C14 1.532, C21 1.532, H33 1.092, H38 1.091
25 C -4.953 -1.526 0.377  C23 1.516, H34 1.086, H37 1.088, H44 1.088
26 H -0.095 0.586 -3.511  C8 1.080
27 H -0.679 -3.252 -0.486  C12 1.081
28 H -0.427 3.037 0.952  C14 1.092
29 H 1.454 -2.940 -1.685  C20 1.077
30 H 2.385 -1.261 2.385  C11 1.078
31 H 1.968 2.507 0.394  C13 1.078
32 H 1.695 3.127 2.285  C21 1.093
33 H -0.455 3.550 3.508  C24 1.092
34 H -5.791 -0.839 0.442  C25 1.086
35 H 1.670 2.661 3.993  C21 1.096
36 H -1.952 3.001 1.824  C14 1.092
37 H -4.573 -1.721 1.378  C25 1.088
38 H -0.656 1.811 3.729  C24 1.091
39 H 2.117 -0.169 -3.897  N7 1.009
40 H -1.885 1.093 0.348  C10 1.087
41 H -2.230 0.271 -2.339  C15 1.077
42 H 2.789 1.491 -1.674  C9 1.079
43 H -1.786 0.513 2.010  C10 1.088
44 H -5.291 -2.463 -0.060  C25 1.088
45 H -2.808 -2.597 -0.105  N6 1.011
46 H -0.344 0.542 0.995  C10 1.087
47 H 3.193 -2.273 0.244  C19 1.078

Properties
Structure (SMILES): CCCCOc1ccc(S(=O)(=O)Nc2ccc(NC(C)=O)cc2)cc1
Charge: 0
HOMO: -8.19 eV
LUMO level: 0.02036 Ha
M: 362.45 u
E_tot: -1507.776408 Eh
Multiplicity: 1
Energy above the lowest of the compared OMol25 structures with the same formula, charge and spin: 23.60 kcal/mol

These are the natural (NBO) partial charges, in e, on atoms 1 to 5: number 1, S, carries 2.3155; number 2, O, carries -0.6091; number 3, O, carries -0.9356; number 4, O, carries -0.9304; number 5, O, carries -0.5123

C18H22N4O4S2 in the gas phase in a non-equilibrium geometry. Source: the Open Molecules 2025 dataset; level of theory: wB97M-V/def2-TZVPD.

Each atom is followed by the atoms it is bonded to, with distances in Å.
Positions of all 50 atoms, in Å:
1 S -3.140 0.124 -1.419  O3 1.440, O5 1.433, N8 1.677, C27 1.789
2 S 5.473 -1.985 -0.750  C17 1.752, C20 1.824
3 O -3.211 1.562 -1.406  S1 1.440
4 O 7.295 2.460 -1.693  C23 1.207
5 O -3.519 -0.554 -2.623  S1 1.433
6 O 2.390 -3.756 0.079  C12 1.208
7 N 2.384 -1.465 0.092  C12 1.355, C13 1.393, H44 1.027
8 N -3.988 -0.584 -0.157  S1 1.677, C22 1.447, C28 1.449
9 N 4.592 0.267 0.348  C16 1.366, C17 1.297
10 N 6.349 0.467 -1.164  C17 1.345, C23 1.415, H37 1.014
11 C 0.097 -2.102 -0.514  C13 1.396, C25 1.382, H41 1.077
12 C 2.944 -2.692 0.221  O6 1.208, N7 1.355, C20 1.529
13 C 1.079 -1.140 -0.271  N7 1.393, C11 1.396, C14 1.397
14 C 0.765 0.216 -0.388  C13 1.397, C21 1.381, H47 1.080
15 C -6.270 0.834 0.918  C19 1.527, C24 1.527, H32 1.094, H33 1.091
16 C 4.637 1.618 0.553  N9 1.366, C18 1.495, C26 1.358
17 C 5.444 -0.254 -0.479  S2 1.752, N9 1.297, N10 1.345
18 C 3.643 2.148 1.535  C16 1.495, H34 1.087, H38 1.088, H45 1.089
19 C -6.328 0.140 -0.441  C15 1.527, C28 1.528, H31 1.091, H42 1.092
20 C 4.421 -2.606 0.605  S2 1.824, C12 1.529, H29 1.089, H39 1.089
21 C -0.513 0.605 -0.736  C14 1.381, C27 1.382, H35 1.079
22 C -3.876 0.132 1.096  N8 1.447, C24 1.529, H30 1.092, H48 1.096
23 C 6.464 1.872 -1.043  O4 1.207, N10 1.415, C26 1.439
24 C -4.845 1.312 1.185  C15 1.527, C22 1.529, H36 1.091, H43 1.091
25 C -1.179 -1.702 -0.864  C11 1.382, C27 1.382, H50 1.078
26 C 5.523 2.415 -0.099  C16 1.358, C23 1.439, H49 1.077
27 C -1.478 -0.357 -0.969  S1 1.789, C21 1.382, C25 1.382
28 C -5.334 -1.020 -0.469  N8 1.449, C19 1.528, H40 1.096, H46 1.090
29 H 4.791 -3.609 0.817  C20 1.089
30 H -2.841 0.475 1.176  C22 1.092
31 H -7.334 -0.233 -0.641  C19 1.091
32 H -6.575 0.131 1.699  C15 1.094
33 H -6.958 1.681 0.939  C15 1.091
34 H 3.136 1.331 2.041  C18 1.087
35 H -0.782 1.645 -0.836  C21 1.079
36 H -4.770 1.770 2.173  C24 1.091
37 H 6.993 0.011 -1.801  N10 1.014
38 H 4.143 2.773 2.272  C18 1.088
39 H 4.577 -1.948 1.458  C20 1.089
40 H -5.614 -1.784 0.265  C28 1.096
41 H 0.343 -3.147 -0.430  C11 1.077
42 H -6.056 0.848 -1.225  C19 1.092
43 H -4.560 2.048 0.433  C24 1.091
44 H 3.016 -0.671 0.251  N7 1.027
45 H 2.905 2.765 1.026  C18 1.089
46 H -5.290 -1.472 -1.460  C28 1.090
47 H 1.532 0.956 -0.212  C14 1.080
48 H -4.071 -0.583 1.903  C22 1.096
49 H 5.551 3.479 0.069  C26 1.077
50 H -1.954 -2.423 -1.064  C25 1.078

Properties
Structure (SMILES): Cc1cc(=O)[nH]c(SCC(=O)Nc2ccc(S(=O)(=O)N3CCCCC3)cc2)n1
Charge: 0
HOMO: -8.85 eV
LUMO level: 0.00073 Ha
M: 422.53 u
E_tot: -2015.525760 Eh
Multiplicity: 1
Energy above the lowest of the compared OMol25 structures with the same formula, charge and spin: 0.00 kcal/mol

These are the natural (NBO) partial charges, in e, on atoms 1 to 5: number 1, S, carries 2.3186; number 2, S, carries 0.2949; number 3, O, carries -0.9533; number 4, O, carries -0.5861; number 5, O, carries -0.9393

C18H22N8O3 in the gas phase. Source: the Open Molecules 2025 dataset; level of theory: wB97M-V/def2-TZVPD.

Each atom is followed by the atoms it is bonded to, with distances in Å.
Positions of all 51 atoms, in Å:
1 O 4.365 0.543 2.767  C27 1.400, H44 0.975
2 O -1.022 0.287 0.378  C17 1.227
3 O 3.786 -1.314 0.666  C23 1.229
4 N -0.494 -3.471 0.053  C12 1.359, C14 1.382, C25 1.430
5 N -3.742 4.532 -3.175  N8 1.350, C26 1.310
6 N -0.040 2.186 1.187  C17 1.338, C21 1.451, H51 1.009
7 N -3.200 2.606 -2.244  C24 1.360, C26 1.379, C28 1.367
8 N -4.473 3.549 -3.742  N5 1.350, C24 1.306
9 N -1.113 -3.434 2.172  C12 1.307, C29 1.377
10 N 1.750 -0.374 1.108  C18 1.476, C23 1.346, H49 1.015
11 N -1.363 3.723 -0.563  C15 1.374, C22 1.289
12 C -1.485 -3.717 0.950  N4 1.359, N9 1.307, H40 1.078
13 C -1.779 -3.359 -2.090  C20 1.497, C25 1.492, H47 1.079, H50 1.080
14 C 0.586 -2.981 0.761  N4 1.382, C19 1.486, C29 1.364
15 C -1.619 2.373 -0.574  N11 1.374, C17 1.497, C28 1.345
16 C 2.873 1.789 0.650  C18 1.524, H30 1.092, H41 1.087, H45 1.092
17 C -0.849 1.502 0.370  O2 1.227, N6 1.338, C15 1.497
18 C 2.146 0.929 1.676  N10 1.476, C16 1.524, C21 1.534, C27 1.544
19 C 1.881 -2.611 0.132  C14 1.486, C23 1.523, H32 1.094, H42 1.090
20 C -0.500 -2.615 -2.315  C13 1.497, C25 1.496, H37 1.079, H38 1.080
21 C 0.888 1.657 2.169  N6 1.451, C18 1.534, H36 1.087, H48 1.095
22 C -2.010 4.488 -1.374  N11 1.289, C26 1.420, H34 1.084
23 C 2.558 -1.357 0.668  O3 1.229, N10 1.346, C19 1.523
24 C -4.155 2.408 -3.193  N7 1.360, N8 1.306, H43 1.076
25 C -0.547 -3.755 -1.348  N4 1.430, C13 1.492, C20 1.496, H46 1.081
26 C -2.976 3.966 -2.275  N5 1.310, N7 1.379, C22 1.420
27 C 2.998 0.780 2.955  O1 1.400, C18 1.544, H31 1.092, H35 1.103
28 C -2.519 1.790 -1.385  N7 1.367, C15 1.345, H39 1.077
29 C 0.183 -2.984 2.064  N9 1.377, C14 1.364, H33 1.079
30 H 2.243 1.954 -0.227  C16 1.092
31 H 2.943 1.719 3.509  C27 1.092
32 H 1.756 -2.476 -0.947  C19 1.094
33 H 0.759 -2.670 2.921  C29 1.079
34 H -1.800 5.551 -1.359  C22 1.084
35 H 2.526 0.005 3.583  C27 1.103
36 H 1.220 2.524 2.735  C21 1.087
37 H -0.401 -1.625 -1.898  C20 1.079
38 H 0.033 -2.762 -3.243  C20 1.080
39 H -2.723 0.732 -1.390  C28 1.077
40 H -2.437 -4.117 0.643  C12 1.078
41 H 3.792 1.306 0.327  C16 1.087
42 H 2.617 -3.405 0.257  C19 1.090
43 H -4.568 1.443 -3.433  C24 1.076
44 H 4.462 -0.131 2.069  O1 0.975
45 H 3.137 2.758 1.081  C16 1.092
46 H -0.058 -4.678 -1.625  C25 1.081
47 H -2.137 -4.026 -2.859  C13 1.079
48 H 0.348 1.009 2.868  C21 1.095
49 H 0.751 -0.546 1.043  N10 1.015
50 H -2.565 -2.882 -1.523  C13 1.080
51 H -0.026 3.181 1.017  N6 1.009

Properties
Structure (SMILES): C[C@@](CO)(CNC(=O)c1cn2cnnc2cn1)NC(=O)Cc1cncn1C1CC1
Charge: 0
HOMO: -8.69 eV
LUMO level: -0.02004 Ha
M: 398.43 u
E_tot: -1362.893257 Eh
Multiplicity: 1
Energy above the lowest of the compared OMol25 structures with the same formula, charge and spin: 11.79 kcal/mol

These are the natural (NBO) partial charges, in e, on atoms 1 to 5: number 1, O, carries -0.7291; number 2, O, carries -0.6542; number 3, O, carries -0.6691; number 4, N, carries -0.3446; number 5, N, carries -0.2493